(1)
The molecule C3H4N2O2, computed with the ωB97M-V functional and the def2-TZVPD basis.

XYZ file:
```
11
Properties=species:S:1:pos:R:3:forces:R:3
C 1.294692 -1.361732 0.419809 9.542 -3.024 -0.350
C 1.028286 0.602960 -0.556969 0.079 -0.720 -0.076
C -1.453487 0.626983 0.063941 -0.928 1.489 -1.936
N 0.111799 -1.057302 0.685646 -12.254 4.638 1.979
N -0.117175 0.147071 0.077980 0.713 -2.296 0.563
O 1.153755 1.625132 -1.166092 0.555 -1.135 0.477
O 1.968909 -0.475652 -0.326251 0.371 2.899 -1.853
H 1.527246 -2.370089 0.579639 1.280 -1.170 -0.804
H -1.867264 0.898892 -0.975302 1.008 -0.430 1.441
H -2.077894 -0.106256 0.489176 -0.499 -1.180 0.291
H -1.568862 1.469995 0.708428 0.134 0.928 0.267
```
Forces are in eV/Å.

Summary:
Multiplicity   3
HOMO level (spin up / spin down)   -5.0868 / -11.1377 eV
HOMO-LUMO gap (spin up / spin down)   0.2157 / 0.3166 Ha
LUMO (spin up / spin down)   0.784 / -2.522 eV



(2)
The molecule C4H8, computed with the ωB97M-V functional and the def2-TZVPD basis.

XYZ file:
```
12
Properties=species:S:1:pos:R:3:forces:R:3
C -0.289389 1.493941 0.055600 -0.981 -1.024 -0.848
C -0.015186 0.195528 0.042292 -0.017 -1.823 -0.058
C 1.406081 -0.356294 -0.037384 1.804 -0.932 2.127
C -1.187957 -0.810788 0.004855 -2.011 1.975 -0.013
H 0.539255 2.144177 0.058560 0.504 1.173 0.107
H -1.329380 1.804907 -0.188737 0.998 0.163 0.644
H 2.103216 0.050975 0.830278 -1.254 0.006 -2.109
H 1.565824 -1.477985 0.252442 -0.978 1.725 -1.025
H 1.816489 -0.172739 -1.069307 -0.102 -0.196 1.227
H -1.034960 -1.867950 -0.385801 0.000 1.675 0.159
H -1.590686 -0.908689 1.100712 0.510 0.118 -2.083
H -1.983308 -0.095081 -0.663510 1.527 -2.860 1.873
```
Forces are in eV/Å.

Summary:
HOMO level   -9.2235 eV
HOMO-LUMO gap   0.3788 Ha
SMILES   C=C(C)C
LUMO   1.085 eV



(3)
A cluster of 3 separate species, C3H11N2O2S in total, computed with the ωB97M-V functional and the def2-TZVPD basis.

XYZ file:
```
19
Properties=species:S:1:pos:R:3:forces:R:3
N 0.128895 2.592891 -1.594533 0.105 0.384 -0.264
C -0.112728 -0.400342 0.126539 0.422 0.054 1.477
C -1.169187 -0.584624 1.242082 0.638 0.422 -0.470
S -2.681916 -1.255405 0.497728 -0.187 -0.319 0.276
C 1.226257 0.001151 0.802015 -2.045 -0.621 0.456
N 2.239463 0.410138 0.018082 1.045 0.436 -0.284
O 1.312703 -0.012536 2.036221 0.590 0.229 -0.295
H -0.437360 0.379740 -0.556576 0.218 -0.112 -0.359
H 0.959116 2.619732 -1.016027 0.194 -0.364 0.067
H 0.370529 2.064132 -2.431463 0.100 -0.186 0.264
H 0.034043 -1.360479 -0.365554 0.062 0.146 -0.403
H -0.732722 -1.187324 2.031661 -0.355 -0.355 -0.021
H -1.351767 0.395178 1.683019 -0.240 -0.062 0.027
H -3.001919 -2.199889 1.413052 0.220 0.351 -0.155
H 3.098943 0.526329 0.564420 -0.200 -0.132 0.219
H 2.147967 0.257456 -1.787826 -0.570 0.220 0.245
H 2.355948 -0.300170 -3.141812 -0.223 -0.130 -0.513
H 0.076649 3.552265 -1.915854 -0.396 0.180 -0.046
O 1.649462 0.062998 -2.600338 0.622 -0.142 -0.222
```
Forces are in eV/Å.

Summary:
Multiplicity   2
HOMO level (spin up / spin down)   -8.9971 / -8.9954 eV
HOMO-LUMO gap (spin up / spin down)   0.3560 / 0.2157 Ha
LUMO (spin up / spin down)   0.690 / -3.125 eV



Calculated energy in order - -10245.393 -4275.831 -21198.003 eV
Calculated energy above the lowest of the compared OMol25 structures with the same formula, charge and spin in order - 29.33 31.40 0.00 kcal per mole